No. 1
55
Properties=species:S:1:pos:R:3:forces:R:3:lowdin_spin:R:1 method="wB97M-V/def2-TZVPD" spin_multiplicity=3 total_charge=+1 homo_energy_ha="-0.3615 / -0.3898" lumo_ev="-2.518 / -3.410" e_tot_ev=-90881.35486
Sb -2.811 -0.202 1.986 0.913 0.054 -0.703 0.00
Ni 0.048 0.021 0.195 -0.511 -0.048 0.370 0.97
Cl 7.777 0.374 2.735 0.106 -0.004 0.023 0.05
N -0.599 1.795 1.189 0.524 -0.249 -0.395 0.02
N -1.633 -0.085 -0.890 0.398 0.021 -0.198 0.02
N -0.333 -1.853 1.139 0.458 0.285 -0.411 0.02
C 0.090 2.939 1.219 0.002 0.262 0.059 0.00
C 4.622 0.144 0.330 -0.343 0.027 0.122 0.12
C -1.661 -0.071 -2.228 -0.120 -0.003 -0.218 0.00
C 1.101 3.155 0.142 0.059 0.003 -0.064 0.01
C -0.568 -3.794 3.091 0.103 0.033 -0.036 0.00
C 0.383 -3.906 2.095 -0.142 0.038 0.067 0.00
C -2.863 -0.141 -2.921 -0.082 -0.002 0.098 0.00
C 6.160 0.300 2.161 -0.331 -0.010 -0.062 0.15
C 2.209 0.173 0.777 -0.650 -0.098 -0.270 0.44
C -1.269 -1.759 2.075 -0.889 0.410 0.487 0.00
C -4.052 -0.223 -2.215 0.112 0.010 -0.015 0.00
C -0.123 3.881 2.221 -0.126 -0.118 0.062 0.00
C 0.482 -2.912 1.128 0.006 -0.216 0.026 0.00
C 3.809 0.304 2.615 -0.133 -0.012 -0.329 0.12
C -1.055 3.621 3.209 0.153 0.031 -0.095 0.00
C 1.491 -3.001 0.034 0.077 -0.020 -0.100 0.01
C 5.910 0.196 0.790 0.258 0.015 0.223 -0.02
C -1.510 1.552 2.124 -0.791 -0.461 0.459 0.00
C -1.768 2.434 3.158 0.014 0.011 -0.044 0.00
C -2.767 -0.166 -0.207 -0.771 -0.063 0.851 0.00
C 3.515 0.201 1.224 0.787 0.035 0.261 0.04
C -0.337 0.023 -2.915 0.038 0.000 0.044 0.00
C -1.418 -2.700 3.078 0.027 -0.018 -0.017 0.00
C 5.099 0.351 3.070 0.252 -0.001 -0.063 -0.02
C -4.001 -0.235 -0.832 -0.030 0.006 -0.062 0.00
H 1.157 -2.423 -0.830 0.070 -0.073 0.035 0.00
H 2.991 0.362 3.317 -0.100 -0.025 0.101 0.01
H -2.514 2.193 3.901 -0.056 0.051 0.054 0.00
H 1.651 -4.038 -0.258 -0.008 -0.008 -0.055 0.00
H 4.436 0.063 -0.730 -0.027 -0.005 -0.146 0.01
H -1.229 4.332 4.000 -0.015 0.112 0.103 0.00
H -0.658 -4.548 3.856 0.007 -0.123 0.094 0.00
H 1.042 -4.757 2.055 0.100 -0.098 -0.015 0.00
H -4.898 -0.293 -0.234 -0.093 -0.017 -0.046 0.00
H -2.188 -2.574 3.826 -0.042 -0.076 0.035 0.00
H 2.074 2.785 0.473 0.012 0.043 -0.081 0.00
H 5.304 0.432 4.126 0.054 0.013 0.097 0.00
H 0.804 2.595 -0.748 0.095 0.118 0.038 0.00
H 6.742 0.161 0.105 0.076 -0.014 -0.070 0.00
H 1.419 0.204 1.547 0.221 0.013 -0.184 0.02
H -2.869 -0.130 -3.999 0.071 0.008 -0.093 0.00
H 0.269 -0.848 -2.658 0.041 0.008 -0.032 0.00
H 2.447 -2.603 0.371 0.087 0.062 -0.027 0.00
H 0.190 0.915 -2.570 0.033 -0.012 -0.043 0.00
H -0.438 0.070 -3.995 -0.019 0.003 -0.054 0.00
H -4.999 -0.275 -2.731 -0.045 -0.004 -0.063 0.00
H 1.991 0.135 -0.306 0.111 0.007 0.334 0.01
H 1.201 4.212 -0.099 -0.002 -0.002 -0.035 0.00
H 0.441 4.800 2.219 0.057 0.098 -0.018 0.00

***

No. 2
86
Properties=species:S:1:pos:R:3:forces:R:3:lowdin_charge:R:1 method="wB97M-V/def2-TZVPD" spin_multiplicity=1 total_charge=0 homo_energy_ha=-0.3079 lumo_ev=-1.992 e_tot_ev=-134715.75373
S 4.727 4.822 -3.010 2.192 0.706 0.032 0.83
S -1.142 -0.506 -2.266 -0.170 -0.242 -0.488 0.83
F 4.626 3.249 -2.706 -0.412 0.396 -0.332 -0.15
F 0.276 3.519 2.517 0.187 0.215 0.445 0.09
F 5.889 4.495 -4.057 -0.509 0.065 0.382 -0.13
F -0.826 6.719 3.474 -0.174 -0.088 -0.002 0.10
F -4.212 -6.311 -1.832 -0.093 -0.099 0.203 0.10
F 1.264 4.772 -0.942 0.307 0.204 -0.271 0.11
F 3.935 5.744 -0.657 0.008 -0.539 -0.036 0.14
F -3.168 6.651 2.093 0.097 -0.088 0.090 0.10
F -5.772 -8.204 -0.664 0.117 0.103 0.030 0.10
F 5.858 4.909 -1.850 -0.480 -0.269 -0.568 -0.16
F -2.983 -8.474 -0.467 -0.062 0.060 -0.132 0.13
F -1.218 4.724 1.494 0.081 0.174 0.018 0.13
F 0.946 6.127 2.364 -0.017 -0.186 -0.042 0.09
F -6.168 -6.351 2.298 -0.209 -0.147 -0.031 0.14
F -5.410 -5.583 0.427 -0.173 -0.092 -0.174 0.15
F -7.571 -7.245 0.105 0.043 0.133 0.123 0.10
F 1.924 3.469 -2.538 0.470 0.207 -0.134 0.12
F -4.784 7.263 3.420 -0.010 -0.108 0.143 0.10
F -1.212 -7.230 -0.229 0.032 0.255 -0.082 0.10
F -2.336 -7.015 -2.674 0.104 -0.111 0.163 0.09
F 3.686 4.746 -4.205 0.133 -0.150 0.619 -0.12
F 2.686 6.277 -2.300 0.182 -0.457 -0.296 0.12
F 4.982 6.389 -3.279 -0.381 -0.765 -0.050 -0.14
F -4.820 4.751 4.548 -0.178 0.156 -0.111 0.14
F -2.938 5.779 4.808 -0.049 0.250 -0.099 0.15
O -0.138 0.304 2.438 -0.294 0.240 -0.781 0.00
O -3.121 4.094 3.320 0.207 0.915 -0.146 0.04
O 1.915 0.545 -2.758 -0.437 -0.493 -0.532 0.01
O 1.651 -0.771 1.665 -0.420 0.468 -1.596 -0.03
O -4.290 -7.196 1.535 -0.351 -0.049 -0.842 0.04
O -0.488 -4.164 -3.355 0.595 0.071 0.480 0.12
O -0.464 -4.031 -1.134 -0.109 0.158 -0.008 0.14
N 1.103 -1.709 -1.111 -0.023 0.913 -1.534 -0.02
N 3.352 -1.423 -0.653 1.126 -0.227 -1.524 0.05
N 2.216 0.501 -1.369 0.170 -0.735 1.110 -0.02
C 4.507 -0.643 -0.616 -0.259 -0.223 -1.030 -0.08
C -2.571 -7.192 -0.334 -0.396 -0.474 0.363 -0.44
C 1.663 2.324 0.291 0.141 -0.432 0.025 -0.10
C -5.530 -6.703 1.160 0.933 0.378 0.531 -0.54
C 2.363 4.114 -1.436 -0.534 -0.585 1.879 -0.44
C 3.463 -2.780 -0.222 0.088 -0.906 0.648 -0.11
C 0.152 0.252 0.074 -0.583 -0.055 -0.456 -0.20
C 1.128 1.208 -0.634 -0.377 0.851 -0.190 -0.22
C -2.886 -6.394 -1.599 0.223 0.293 -0.531 -0.30
C 5.506 -0.019 -0.856 0.015 -0.128 0.868 0.18
C 1.050 -2.555 -2.310 0.705 -1.415 0.103 -0.09
C -0.685 4.460 2.711 -0.780 -0.160 -0.201 -0.43
C -4.203 6.196 2.825 -0.212 0.255 -0.338 -0.29
C 4.611 -3.508 -0.240 -0.763 0.593 -0.259 0.07
C -0.041 -3.649 -2.180 0.131 0.281 -0.374 -0.50
C 0.024 5.697 3.264 0.461 0.239 -0.015 -0.30
C -3.095 -6.628 1.002 0.226 0.223 0.612 -0.04
C 2.813 3.160 -0.309 -0.028 -0.167 -0.179 -0.05
C -3.730 5.202 3.888 0.497 -1.013 0.313 -0.54
C 2.216 -0.887 -1.054 -0.837 -0.175 1.078 -0.20
C -0.156 -1.017 -0.790 -0.229 1.596 1.408 -0.49
C -1.754 3.797 3.601 -0.165 -0.704 0.260 -0.03
C -6.375 -7.769 0.458 -0.270 -0.372 -0.144 -0.29
C 3.380 5.250 -1.764 -1.011 0.983 -0.381 -0.44
C 0.575 -0.101 1.506 0.865 -0.686 1.945 -0.69
H 2.706 0.238 -3.225 0.228 0.408 0.247 0.12
H -1.884 0.517 -1.764 0.494 -0.513 0.212 -0.09
H 3.248 3.759 0.504 -0.184 -0.029 -0.370 0.14
H 2.516 -3.242 0.091 0.394 1.021 1.123 0.14
H 3.597 2.475 -0.663 -0.219 0.303 -0.024 0.11
H 0.549 1.719 -1.422 0.390 -0.338 0.062 0.14
H -4.924 5.724 2.153 -0.010 -0.100 0.096 0.17
H -1.526 3.899 4.662 0.043 0.293 -0.044 0.15
H -3.128 -5.539 1.002 -0.136 -0.010 -0.272 0.15
H 4.844 -4.073 0.669 -0.614 -0.978 -0.990 0.08
H -0.754 -1.675 -0.147 0.233 -0.089 -0.481 0.13
H -1.672 2.728 3.392 0.046 0.065 -0.152 0.15
H 6.427 0.538 -0.793 -0.422 -0.172 -0.252 0.06
H 0.168 -4.011 -4.051 -0.298 0.136 -0.101 0.12
H 0.988 -2.002 -3.261 -0.339 0.072 0.450 0.12
H -2.470 -5.386 -1.541 0.041 -0.034 0.136 0.15
H 2.038 1.921 1.249 -0.150 -0.107 -0.473 0.13
H -6.540 -8.623 1.118 0.041 0.084 0.104 0.18
H 0.542 5.465 4.198 -0.055 -0.091 0.006 0.17
H -2.336 -6.891 1.738 -0.020 -0.131 -0.079 0.15
H 5.236 -3.571 -1.138 0.748 1.071 0.920 0.08
H 0.786 2.920 0.561 0.407 0.028 -0.228 0.11
H -0.812 0.781 0.141 0.391 -0.130 0.195 0.13
H 2.003 -3.125 -2.354 -0.351 0.198 -0.047 0.14

***

No. 3
58
Properties=species:S:1:pos:R:3:forces:R:3:lowdin_charge:R:1 method="wB97M-V/def2-TZVPD" spin_multiplicity=1 total_charge=+2 homo_energy_ha="-0.5182 / -0.5185" lumo_ev="-6.679 / -6.677" e_tot_ev=-45384.72226
Pd -0.128 -0.346 0.195 -0.207 -0.820 -0.050 1.00
F 6.722 1.025 0.511 -0.016 -0.071 -0.043 0.18
F 6.454 -0.226 -1.241 0.020 0.007 0.122 0.17
F 6.550 -1.125 0.733 0.004 0.046 -0.050 0.17
N 1.878 0.422 0.322 -0.355 -1.006 -0.054 -0.04
N -0.120 -0.387 -1.960 0.516 -0.046 1.009 0.01
N -1.643 1.308 0.340 -0.744 0.826 0.104 -0.26
N -1.944 -1.494 0.152 0.286 0.641 -0.364 0.01
N -0.330 -0.050 2.352 0.239 0.293 -0.950 0.02
C 0.839 -1.161 -2.492 0.018 -0.027 -0.223 -0.11
C -0.184 0.911 4.933 -0.015 0.017 -0.033 0.00
C -0.829 0.443 -2.742 -0.258 0.061 0.092 -0.24
C 1.142 -1.141 -3.837 -0.014 -0.002 -0.011 -0.02
C 2.626 1.294 -0.356 -0.060 0.282 -0.134 -0.08
C 0.434 -0.274 -4.656 -0.050 0.050 0.000 -0.01
C -2.002 -2.768 -0.249 0.011 -0.149 0.045 -0.10
C -2.935 0.681 0.654 0.147 0.025 -0.117 -0.10
C -0.624 1.728 3.903 -0.033 -0.132 0.041 0.02
C -4.321 -2.570 -0.736 0.026 0.052 0.034 -0.01
C 3.999 1.168 -0.455 0.014 -0.130 0.147 0.05
C -0.559 0.517 -4.103 0.099 -0.119 0.031 0.02
C 2.478 -0.627 0.901 0.725 -0.057 0.263 -0.13
C -1.641 2.079 -0.910 -0.164 0.005 -0.036 -0.16
C 3.842 -0.844 0.845 0.091 0.246 -0.076 0.05
C 6.114 -0.070 0.046 0.066 -0.003 -0.066 -0.59
C 0.055 -0.848 3.352 0.007 -0.203 0.014 -0.10
C 4.611 0.080 0.156 -0.113 0.048 -0.026 -0.07
C -1.968 1.248 -2.156 0.215 -0.011 0.153 -0.08
C -4.260 -1.248 -0.317 0.009 -0.096 0.034 0.01
C -1.127 2.094 1.462 -0.086 -0.015 -0.011 -0.12
C 0.148 -0.408 4.657 -0.079 0.052 0.003 -0.02
C -3.173 -3.346 -0.696 -0.067 0.003 0.056 -0.02
C -0.685 1.219 2.615 -0.082 0.051 0.059 -0.24
C -3.051 -0.735 0.122 -0.052 -0.024 0.111 -0.26
H -2.796 0.568 -1.951 -0.068 0.010 -0.053 0.12
H 1.914 -1.784 -4.234 0.006 -0.008 0.046 0.12
H 4.587 1.897 -0.995 -0.065 0.052 -0.001 0.14
H -2.359 2.906 -0.841 0.006 0.000 -0.040 0.14
H 1.856 -1.317 1.452 0.007 0.001 0.010 0.08
H 0.650 -0.217 -5.714 -0.002 -0.009 -0.001 0.13
H -1.870 2.821 1.813 0.083 0.037 0.091 0.15
H -5.256 -2.986 -1.087 0.005 -0.004 -0.008 0.13
H 0.460 -1.084 5.439 0.011 -0.024 -0.032 0.13
H 4.297 -1.694 1.333 -0.060 -0.015 -0.006 0.14
H 2.113 2.127 -0.819 -0.032 -0.051 -0.043 0.12
H -0.647 2.514 -1.030 -0.017 0.075 0.052 0.12
H -1.085 -3.340 -0.190 0.027 0.048 -0.057 0.12
H -0.923 2.749 4.097 0.006 0.004 -0.040 0.13
H -3.026 0.614 1.740 -0.051 0.039 0.011 0.14
H 0.278 -1.877 3.095 0.048 0.032 -0.024 0.12
H 1.368 -1.815 -1.812 0.012 0.026 0.011 0.11
H -3.187 -4.382 -1.006 0.045 0.005 0.010 0.12
H -3.768 1.293 0.296 -0.057 -0.051 0.004 0.14
H -0.260 2.660 1.114 -0.013 0.030 -0.035 0.13
H -2.323 1.932 -2.925 0.010 -0.011 -0.029 0.13
H -0.116 1.297 5.941 -0.005 -0.017 0.006 0.13
H -5.142 -0.623 -0.338 0.025 0.032 0.029 0.13
H -1.132 1.191 -4.724 -0.020 0.004 0.024 0.13

***

No. 4
57
Properties=species:S:1:pos:R:3:forces:R:3:lowdin_charge:R:1 method="wB97M-V/def2-TZVPD" spin_multiplicity=1 total_charge=+2 homo_energy_ha="-0.5159 / -0.4760" lumo_ev="-6.871 / -7.246" e_tot_ev=-43019.53854
In -0.430 -0.398 0.111 -0.491 0.284 -0.058 1.12
O 1.366 -4.089 2.286 -0.022 -0.111 0.151 0.18
O 0.743 -2.035 1.606 0.235 -0.081 -0.172 -0.12
N 0.196 1.920 -0.265 0.106 -0.093 0.140 -0.21
N -0.654 0.182 -2.203 0.054 -0.159 -0.326 0.00
N 0.229 -0.064 2.486 0.419 -0.046 0.042 0.09
N -2.327 0.920 0.629 -0.142 -0.150 0.164 0.01
N 1.227 -2.580 -0.942 -0.096 -0.154 -0.089 0.08
C 1.168 -3.315 1.404 0.030 0.258 -0.033 -0.40
C -0.457 0.767 -4.887 0.003 0.068 -0.142 -0.01
C -4.279 2.630 1.556 -0.057 0.127 0.025 0.00
C -1.064 2.705 -0.442 0.178 -0.145 0.177 -0.09
C 1.376 -3.583 -0.058 -0.069 0.454 -0.079 -0.19
C -4.376 1.267 1.800 -0.121 0.034 0.050 -0.02
C 0.162 1.161 -2.620 -0.128 -0.187 0.213 -0.27
C 1.456 -2.863 -2.229 -0.134 0.083 0.468 -0.11
C 1.750 -4.858 -0.411 0.056 -0.363 0.028 0.03
C 0.683 -1.384 2.911 0.165 0.032 -0.326 -0.27
C 2.662 -0.353 3.966 0.023 0.182 -0.004 -0.03
C 1.834 -4.122 -2.675 0.079 0.016 -0.139 -0.02
C 0.282 1.485 -3.957 0.031 0.104 -0.131 0.02
C -2.234 2.235 0.394 0.228 -0.264 0.017 -0.27
C -3.377 0.445 1.324 0.298 0.100 -0.180 -0.09
C -1.375 -0.510 -3.106 0.250 0.226 0.347 -0.10
C 0.536 2.303 2.236 0.092 -0.042 -0.195 -0.08
C 1.986 -1.479 3.634 -0.196 -0.157 -0.104 0.06
C 0.958 0.974 2.795 0.149 -0.054 0.201 -0.27
C -1.305 -0.244 -4.457 -0.022 0.008 -0.068 -0.02
C 2.155 0.895 3.577 -0.177 0.074 -0.038 0.05
C 0.945 1.890 -1.547 -0.315 -0.120 0.059 -0.11
C 1.983 -5.135 -1.749 0.057 -0.211 -0.123 -0.01
C 1.072 2.495 0.803 -0.302 -0.018 -0.052 -0.13
C -3.191 3.122 0.848 -0.150 0.144 0.049 0.01
H -2.024 -1.287 -2.719 0.026 -0.005 0.041 0.12
H -0.547 2.372 2.261 -0.131 0.058 -0.007 0.11
H 2.019 -4.294 -3.730 -0.047 0.033 0.125 0.12
H 1.225 3.557 0.602 -0.059 0.082 -0.037 0.14
H -0.385 1.008 -5.941 0.008 -0.022 0.077 0.13
H -5.208 0.850 2.357 0.111 0.053 -0.083 0.13
H 1.853 -5.611 0.357 0.015 -0.011 -0.013 0.14
H 2.664 1.809 3.861 -0.066 -0.051 -0.067 0.13
H 0.930 2.298 -4.265 -0.041 -0.095 0.015 0.13
H 1.894 1.382 -1.379 0.090 -0.084 0.055 0.14
H 0.922 3.102 2.865 0.068 0.039 -0.015 0.13
H -3.086 4.184 0.651 -0.026 -0.125 0.024 0.13
H -5.044 3.308 1.921 0.097 -0.077 -0.044 0.13
H 3.587 -0.412 4.526 -0.026 0.009 -0.019 0.13
H -3.404 -0.624 1.498 0.040 0.012 -0.022 0.12
H -1.371 2.624 -1.483 0.019 -0.013 -0.102 0.14
H 1.183 2.897 -1.890 -0.003 0.183 -0.020 0.15
H -0.875 3.762 -0.254 0.061 0.084 0.058 0.14
H 2.276 -6.130 -2.062 -0.016 0.069 0.039 0.13
H 2.046 2.016 0.714 0.076 -0.052 -0.014 0.13
H 2.336 -2.469 3.896 -0.071 0.089 0.000 0.13
H 1.326 -2.053 -2.934 0.000 0.115 -0.023 0.11
H -1.911 -0.807 -5.155 0.047 0.022 0.035 0.13
H -0.105 -1.865 3.484 -0.202 -0.150 0.124 0.17